a | Here is an isolated ion of composition C4H11N2 and charge +1 from OMol25. Energies are from wB97M-V/def2-TZVPD.

Positions of all 17 atoms, in Å:
C -2.252 -0.925 -0.635
C -1.026 -0.579 -0.788
C 0.602 2.037 0.624
C 0.139 -0.612 0.315
N 1.163 -1.638 0.172
N 0.933 0.714 -0.145
H -3.087 -1.057 -1.494
H -2.870 -1.046 0.330
H -0.354 -0.385 -1.673
H 1.110 2.977 0.330
H -0.452 2.188 0.625
H 0.859 1.679 1.679
H -0.143 -0.439 1.318
H 0.960 -2.276 -0.583
H 1.544 -1.986 0.954
H 0.996 0.940 -1.118
H 1.878 0.407 0.088

Kohn-Sham gap	11.71	eV
E_LUMO	-2.94	eV
net charge	+1
spin multiplicity	1
E_HOMO	-14.65	eV


b | Here is a 2-piece molecular cluster, C4H11N2 overall from OMol25. Energies are from wB97M-V/def2-TZVPD.

Positions of all 17 atoms, in Å:
C -2.533 -0.227 -0.796
C 1.941 1.508 1.583
C 0.973 0.592 1.580
C -0.469 -0.946 -1.064
N -1.159 -0.015 -0.551
N 0.991 -0.769 -0.790
H -2.899 -0.885 -1.683
H -2.937 0.768 -0.870
H 1.881 2.555 1.155
H -2.936 -0.501 0.284
H 2.894 1.105 1.861
H 0.010 0.976 1.302
H 1.002 -0.444 1.937
H -0.829 -1.771 -1.779
H 1.152 -0.366 0.211
H 1.392 0.043 -1.379
H 1.525 -1.621 -1.002

Kohn-Sham gap	10.81	eV
E_LUMO	-3.75	eV
net charge	+1
spin multiplicity	1
E_HOMO	-14.56	eV


c | Here is an isolated ion of composition C4H11N2 and charge +1 from OMol25. Energies are from wB97M-V/def2-TZVPD.

Positions of all 17 atoms, in Å:
C -2.041 -0.781 0.853
C -0.577 -0.921 1.028
C 0.314 -0.028 0.176
C 0.550 -0.260 -1.140
N 1.284 0.525 -1.992
N 0.605 1.219 0.927
H -2.408 -1.513 0.103
H -2.427 0.184 0.464
H -2.606 -0.962 1.755
H -0.367 -1.018 2.171
H -0.169 -1.941 0.835
H 0.427 -1.292 -1.471
H 1.207 1.526 -1.947
H 1.539 0.047 -2.839
H 0.460 1.023 1.925
H 1.562 1.587 0.760
H 0.083 2.035 0.520

Kohn-Sham gap	9.18	eV
E_LUMO	-3.74	eV
net charge	+1
spin multiplicity	1
E_HOMO	-12.92	eV


Short version: b is the least stable of them.


a | Here is an isolated ion of composition C6H6N and charge +1 from OMol25. Energies are from wB97M-V/def2-TZVPD.

Positions of all 13 atoms, in Å:
C 0.251 0.189 1.529
C 1.298 -2.007 1.789
C 0.498 0.997 -1.833
C -0.773 -0.849 -0.409
C -0.535 0.453 0.483
C 0.013 0.103 -1.057
N 0.905 -0.928 1.583
H 0.088 0.782 2.438
H 0.803 1.937 -1.314
H 0.920 0.875 -2.866
H -0.382 -1.742 -0.022
H -1.703 -1.013 -0.741
H -1.385 1.206 0.421

Kohn-Sham gap	9.36	eV
E_LUMO	-6.55	eV
net charge	+1
spin multiplicity	1
E_HOMO	-15.92	eV


b | Here is C6H6N as an isolated structure from OMol25. Energies are from wB97M-V/def2-TZVPD.

Positions of all 13 atoms, in Å:
C 1.231 -0.083 0.014
C 2.392 0.543 0.012
C -2.044 -0.220 0.009
C 0.555 -1.434 -0.011
C -1.266 1.075 -0.004
C -0.649 -0.828 0.039
N -0.117 0.483 0.047
H 2.447 1.618 0.033
H 3.316 -0.009 -0.021
H -2.660 -0.398 0.891
H -2.631 -0.430 -0.886
H 0.923 -2.441 -0.066
H -1.497 2.126 -0.057

Kohn-Sham gap	9.32	eV
E_LUMO	-5.03	eV
net charge	+1
spin multiplicity	1
E_HOMO	-14.35	eV


c | Here is an isolated ion of composition C6H6N and charge +1 from OMol25. Energies are from wB97M-V/def2-TZVPD.

Positions of all 13 atoms, in Å:
C -1.491 -1.256 -0.110
C -0.180 -1.179 -0.184
C -2.337 -0.271 0.107
C -1.606 1.086 -0.057
C -0.381 1.309 -0.353
C 2.266 -0.735 0.059
N 0.860 -0.659 -0.096
H -3.372 -0.195 0.342
H -2.295 1.901 0.150
H 0.336 2.075 -0.322
H 2.689 -1.677 0.401
H 2.661 -0.120 0.840
H 2.850 -0.278 -0.778

Kohn-Sham gap (spin up / spin down)	7.51 / 7.54	eV
E_LUMO (spin up / spin down)	-6.42 / -6.40	eV
net charge	+1
spin multiplicity	1
E_HOMO (spin up / spin down)	-13.93 / -13.94	eV


Short version: c is the least stable of them.